[1]
DFT (ωB97M-V with the def2-TZVPD basis set) results for 2 unconnected molecules or ions with the total composition C3H9NO3S.

Output
2S+1 ... 2
Total charge ... +1
E_HOMO (spin up / spin down) ... -14.708 / -14.201 eV
Molecular weight ... 139.18 g mol⁻¹

Atoms and positions in Å:
O: -1.8750 -0.2369 -1.1693
C: -1.0120 0.4876 -0.7718
O: -0.8355 1.8136 -1.1559
C: 0.0206 0.0680 0.5354
C: -1.0373 -0.1966 1.7156
S: -0.2677 -0.9240 3.1060
N: 0.7565 -1.1083 0.2639
H: -1.1880 2.2005 -1.8948
H: 0.6994 0.9350 0.6944
H: -1.8701 -0.8601 1.2567
H: -1.5656 0.7288 1.9910
H: 0.5564 -1.8055 2.4761
H: 0.3262 -1.9972 -0.0279
H: 1.7328 -1.1274 0.0737
H: 1.8174 1.3785 -2.6337
H: 1.5672 0.1606 -1.8908
O: 2.1747 0.4834 -2.5687

[2]
DFT (ωB97M-V with the def2-TZVPD basis set) results for a molecular structure, C3H9NO6S3.

Output
Total charge ... 0
E_HOMO ... -11.246 eV
Molecular weight ... 251.31 g mol⁻¹

Atoms and positions in Å:
C: 1.0331 0.5118 2.3739
C: 0.2812 1.8439 -2.0752
C: -0.8319 -2.5765 -0.7917
N: -0.2102 -0.0526 -0.0886
O: 1.6656 -1.5443 0.6227
O: 2.2148 0.7072 0.0271
O: -1.9982 1.8335 -0.7542
O: -0.0496 2.4620 0.4430
O: -0.8920 -1.6696 1.7080
O: -2.6586 -0.8564 0.1675
S: 1.2915 -0.1742 0.7149
S: -0.6125 1.6311 -0.5643
S: -1.2795 -1.2604 0.3753
H: 0.6086 1.5723 2.0454
H: 0.3053 -0.0060 2.9040
H: 2.0574 0.3733 2.9448
H: 0.2052 2.9397 -2.4209
H: 1.4188 1.7086 -1.9500
H: -0.2239 1.1120 -2.7039
H: -1.2108 -3.6406 -0.3652
H: -1.3159 -2.4150 -1.8529
H: 0.2016 -2.4997 -0.7597

[3]
DFT (ωB97M-V with the def2-TZVPD basis set) results for a gas-phase ion, C3H9NOP (charge +1).

Output
Total charge ... +1
E_HOMO (spin up / spin down) ... -12.240 / -12.355 eV
Molecular weight ... 106.08 g mol⁻¹

Atoms and positions in Å:
C: -1.0161 1.2444 -1.8453
C: -0.2288 -0.0493 -0.2327
C: 1.6389 -0.5375 1.3294
N: 0.9493 -0.9132 0.0729
O: -0.1019 0.5249 -1.3778
P: -1.6415 -0.1859 0.8991
H: -0.8220 1.7201 -2.7898
H: -1.9549 1.4075 -1.3428
H: 0.9307 -0.6019 2.1538
H: 2.4746 -1.2071 1.5181
H: 2.0038 0.4852 1.2590
H: 0.6628 -1.8985 0.1508
H: 1.6033 -0.8382 -0.7191
H: -2.6200 -0.3377 -0.0884
H: -1.8783 1.1872 1.0129

[4]
DFT (ωB97M-V with the def2-TZVPD basis set) results for 2 unconnected molecules or ions with the total composition C3H9NOS.

Output
Total charge ... 0
E_HOMO (spin up / spin down) ... -7.661 / -7.891 eV
Molecular weight ... 107.18 g mol⁻¹

Atoms and positions in Å:
C: 2.3224 -0.1453 0.6311
C: -2.6537 0.5916 -0.4179
C: 1.2264 0.8000 0.2824
N: -0.8331 -0.8231 -0.4464
O: -1.9359 -0.4452 0.3317
S: -0.1320 -2.2800 -0.1381
H: 2.3652 0.1015 1.7004
H: 2.2747 -1.2587 0.4538
H: 3.2726 0.1582 0.0903
H: -2.5145 0.4751 -1.5221
H: -2.2173 1.4964 -0.1622
H: -3.6983 0.6181 -0.2751
H: 0.7744 1.4242 1.1277
H: 0.7052 0.8336 -0.7150
H: -0.6982 -2.5125 1.0591

[5]
DFT (ωB97M-V with the def2-TZVPD basis set) results for C3H9NP2 in the gas phase.

Output
Total charge ... 0
E_HOMO ... -8.274 eV
Molecular weight ... 121.06 g mol⁻¹

Atoms and positions in Å:
H: 2.7861 -0.9526 -1.5588
N: 2.1885 -0.4992 -0.8715
C: 2.0829 0.7676 -0.7212
P: 0.7749 1.4379 0.2790
P: 0.3276 -0.3987 1.5525
C: -0.7193 -1.1009 0.1338
C: -1.9979 -0.2693 -0.0956
H: 2.1949 1.6090 -1.4420
H: 1.0407 2.3730 1.2739
H: -0.7023 0.1563 2.3394
H: -0.0887 -0.9570 -0.8017
H: -0.8746 -2.1476 0.2269
H: -2.8347 -0.4665 0.6426
H: -1.8628 0.8444 0.1084
H: -2.3154 -0.3964 -1.0660

[6]
DFT (ωB97M-V with the def2-TZVPD basis set) results for a molecular structure, C3H9NS.

Output
Total charge ... 0
E_HOMO ... -8.291 eV
Molecular weight ... 91.18 g mol⁻¹

Atoms and positions in Å:
C: 2.1282 -0.6253 -0.1909
C: -0.0956 0.4744 0.1799
C: -1.6483 0.5512 -0.4036
H: 2.3989 0.4525 -0.7638
H: 2.7341 -1.1837 -0.8881
H: 2.4123 -0.6388 0.8236
H: 0.1995 -1.6911 0.6308
H: 0.0819 0.9376 1.2902
H: 0.3578 1.2782 -0.3725
H: -2.1548 1.3863 0.2002
H: -1.4204 0.8230 -1.3377
H: -3.0635 -0.2200 1.1357
N: 0.5010 -0.7089 -0.1333
S: -2.4310 -0.8354 -0.1704

[7]
DFT (ωB97M-V with the def2-TZVPD basis set) results for 2 unconnected molecules or ions with the total composition C3H9NS.

Output
Total charge ... 0
E_HOMO ... -8.980 eV
Molecular weight ... 91.18 g mol⁻¹

Atoms and positions in Å:
C: -1.8387 -1.5558 -0.7800
N: -1.3455 -2.1371 0.2241
H: -1.6854 -1.9309 -1.7898
H: -2.4930 -0.7179 -0.5698
H: -0.7401 -2.9091 -0.0157
C: 0.6197 0.8752 1.2141
C: 1.3012 1.5161 -0.0277
S: 1.3405 0.6119 -1.5374
H: -0.4226 0.6133 1.0511
H: 1.1458 -0.0518 1.4480
H: 0.7383 1.5980 2.0140
H: 0.8840 2.5112 -0.1829
H: 2.3121 1.6313 0.3699
H: 0.1838 -0.0543 -1.4179

[8]
DFT (ωB97M-V with the def2-TZVPD basis set) results for C3H9NS in the gas phase.

Output
Total charge ... 0
E_HOMO ... -8.677 eV
Molecular weight ... 91.18 g mol⁻¹

Atoms and positions in Å:
C: 0.2890 -0.8635 -2.0277
C: 0.2970 0.0233 -0.8215
N: 1.6213 0.4471 -0.4560
C: -0.4543 -0.6843 0.3543
S: -0.8982 0.5522 1.6236
H: -0.6720 -0.9941 -2.5401
H: 0.8831 -0.4694 -2.8598
H: 0.4988 -1.9035 -1.7599
H: -0.2278 0.9739 -1.0067
H: 1.7463 0.8657 0.4457
H: 2.4122 0.1189 -0.9914
H: 0.2537 -1.3718 0.8149
H: -1.3732 -1.2012 0.0943
H: -1.5976 1.4287 0.8652

[9]
DFT (ωB97M-V with the def2-TZVPD basis set) results for C3H9NS in the gas phase.

Output
Total charge ... 0
E_HOMO ... -9.001 eV
Molecular weight ... 91.18 g mol⁻¹

Atoms and positions in Å:
C: 1.7011 -1.2864 0.6711
N: 1.1560 -0.0381 -0.0614
C: -0.3607 0.2131 0.0980
C: -0.8949 1.5490 -0.3513
S: -2.6468 1.3166 -0.5430
H: 1.5392 -1.0775 1.8030
H: 1.0096 -2.0848 0.4623
H: 2.7321 -1.5745 0.4453
H: 1.1142 -0.4938 -0.9699
H: -0.7775 -0.0942 1.0935
H: -0.6834 -0.7314 -0.4395
H: -0.5965 1.8097 -1.3836
H: -0.7765 2.3923 0.3237
H: -2.5157 0.0999 -1.1482

[10]
DFT (ωB97M-V with the def2-TZVPD basis set) results for a gas-phase ion, C3H9NS2 (charge -1).

Output
2S+1 ... 2
Total charge ... -1
E_HOMO (spin up / spin down) ... 0.683 / -5.043 eV
Molecular weight ... 123.25 g mol⁻¹

Atoms and positions in Å:
S: 2.1500 -0.8411 1.7136
S: 0.3116 -1.4453 2.1748
C: -0.9769 -0.7180 1.0405
C: -0.4590 -0.7150 -0.3999
C: 0.2875 0.5694 -0.8023
N: -0.5253 1.3506 -1.8003
H: 2.4934 0.2443 2.4326
H: -1.8372 -1.3794 1.1793
H: -1.2727 0.2354 1.4662
H: 0.1297 -1.6156 -0.5942
H: -1.3042 -0.8660 -1.0799
H: 0.5250 1.2086 0.0411
H: 1.1871 0.2490 -1.3223
H: -0.0095 1.4583 -2.6561
H: -0.6997 2.2649 -1.3930

[11]
DFT (ωB97M-V with the def2-TZVPD basis set) results for 2 unconnected molecules or ions with the total composition C3H9NS2.

Output
Total charge ... 0
E_HOMO ... -8.390 eV
Molecular weight ... 123.25 g mol⁻¹

Atoms and positions in Å:
C: 2.4830 -0.2155 1.7471
C: 1.2207 -0.5986 1.5799
N: 0.7785 -1.8153 1.0254
H: 3.2948 -0.8846 1.4984
H: 2.7196 0.7964 2.0177
H: 0.4503 0.1147 1.8637
H: 1.5836 -2.2906 0.6368
H: 0.1169 -1.6244 0.2826
C: -1.5372 1.8735 -1.6131
S: -0.8084 0.2069 -1.7523
S: -2.2120 -1.0121 -0.8476
H: -2.2349 1.7978 -0.7832
H: -2.0615 2.1777 -2.5082
H: -0.7364 2.5234 -1.2599
H: -3.0570 -1.0492 -1.8873

[12]
DFT (ωB97M-V with the def2-TZVPD basis set) results for 2 unconnected molecules or ions with the total composition C3H9NS2.

Output
Total charge ... 0
E_HOMO ... -9.175 eV
Molecular weight ... 123.25 g mol⁻¹

Atoms and positions in Å:
C: 1.5223 -1.0202 0.6184
N: 1.7502 0.0648 0.0248
C: 1.6032 0.0760 -1.4243
H: 1.7415 -1.0830 1.6796
H: 1.0756 -1.8812 0.1067
H: 2.0391 1.0075 -1.7894
H: 2.0817 -0.7725 -1.9114
H: 0.5449 0.1039 -1.6976
C: -1.4633 1.2707 1.1206
S: -2.0090 0.8127 -0.5379
S: -1.8817 -1.2406 -0.5265
H: -0.6694 2.0191 0.9965
H: -2.2245 1.7092 1.7675
H: -0.9982 0.4353 1.6322
H: -3.1125 -1.5017 -0.0593

Strongest force on any atom, respectively: 6.621 3.949 3.469 2.764 3.709 8.299 2.235 1.442 3.937 2.957 1.232 1.053 eV/Å.
ΔE to the lowest compared entry with this formula, charge and spin, respectively: 1.5605 0.0199 3.3606 6.5396 2.0325 4.6481 1.2313 0.4358 1.7381 1.4594 0.9938 1.2198 eV.